[1]
Formula: C10H10BN2
Source: OMol25
Level of theory: ωB97M-V/def2-TZVPD

```
23
Properties=species:S:1:pos:R:3:forces:R:3
C 0.9304 1.3911 -0.1320 0.012 -1.627 -1.842
C 2.0578 0.4162 -0.5147 0.367 -0.757 0.170
C 3.3886 0.6514 -0.1400 1.219 0.651 1.085
N 4.4769 0.8895 0.2524 -1.535 -0.344 -0.685
C 1.9351 -0.5806 -1.5140 -0.268 -0.969 -0.677
N 1.8695 -1.4618 -2.2991 0.040 1.503 1.159
C -0.4788 0.7562 -0.3884 0.114 0.490 0.094
C -0.8198 -0.6147 -0.4953 -0.122 0.207 0.141
C -2.0544 -1.0003 -1.0617 0.468 0.367 0.367
C -2.9849 -0.0492 -1.4853 0.424 -0.311 0.219
C -2.7206 1.2894 -1.2184 0.040 -0.052 0.145
C -1.4982 1.6729 -0.6622 -0.577 -0.102 -0.246
H 1.0731 2.1806 -0.8697 -0.769 0.492 -0.068
H -0.1559 -1.4029 -0.1132 -0.082 0.549 -0.498
H -2.2825 -2.0606 -1.1592 0.125 0.193 -0.036
H -3.8916 -0.3715 -1.9958 0.101 0.165 0.204
H -3.4780 2.0352 -1.4385 0.122 0.035 -0.029
H -1.3569 2.7304 -0.4434 0.234 -0.133 -0.210
H 1.0428 1.8992 0.8102 0.080 -0.370 0.739
B 1.2270 -2.1572 3.7280 0.234 1.200 -0.326
H 0.2512 -2.4514 3.0226 0.959 -0.040 0.752
H 2.4044 -2.2931 3.3669 -1.160 -0.284 0.285
H 1.0648 -1.4689 4.7506 -0.027 -0.863 -0.743
```
Positions in Å, forces in eV/Å.

Computed properties:
charge = -1
HOMO energy = -3.0 eV
LUMO level = 2.14 eV
multiplicity = 1

---

[2]
Formula: C4H8N2S
Source: OMol25
Level of theory: ωB97M-V/def2-TZVPD

```
15
Properties=species:S:1:pos:R:3:forces:R:3
H -2.8090 -0.6844 -2.7811 0.270 -0.050 -0.065
N -2.4029 -0.5159 -1.8634 -0.632 0.211 0.211
C -1.1603 -0.6858 -1.8028 0.376 -0.197 -0.568
C -0.4270 -0.5115 -0.5370 -0.364 3.088 2.911
C -1.0309 0.8738 0.4119 0.927 -3.056 -2.856
N -0.8431 0.8661 1.6349 -0.023 -0.099 1.032
H -1.1603 1.6928 2.1415 -0.059 0.088 -0.307
S 1.3319 -0.1657 -0.8339 -0.038 -0.016 -0.077
C 1.9740 -0.2119 0.8622 -0.252 -0.005 -0.338
H -0.5192 -0.9779 -2.6456 -0.232 -0.023 -0.144
H -0.5231 -1.3577 0.1386 -0.099 -0.149 -0.017
H -1.4758 1.6098 -0.2496 -0.139 0.341 0.083
H 1.3669 0.4317 1.4924 0.147 -0.071 0.053
H 2.9935 0.1572 0.8141 0.088 -0.015 -0.010
H 1.9609 -1.2315 1.2367 0.028 -0.046 0.092
```
Positions in Å, forces in eV/Å.

Computed properties:
SMILES string = [H]/N=C/C(/C=N/[H])SC
HOMO energy = -8.4 eV
LUMO level = 0.95 eV
multiplicity = 1

---

[3]
Formula: C2H12NO2
Source: OMol25
Level of theory: ωB97M-V/def2-TZVPD

```
17
Properties=species:S:1:pos:R:3:forces:R:3
C -1.8340 -0.0804 0.1118 -0.388 0.747 -2.860
N -0.4394 0.0346 0.6114 -1.185 -1.318 0.123
C 0.5120 -0.9832 -0.0752 -0.487 0.067 2.278
H -2.4592 0.7601 0.3983 0.270 0.272 0.313
H -1.6889 0.0684 -1.0519 -0.917 -0.723 1.983
H -2.4075 -0.9914 0.4226 1.158 0.450 -0.519
H -0.5053 -0.2780 1.6222 0.815 1.112 -1.156
H -0.0316 1.0270 0.5300 -0.950 -1.973 0.644
H 1.2535 -0.3287 -0.4652 1.279 0.049 -0.381
H 0.0282 -1.5703 -0.8361 -0.589 -0.063 -0.150
H 0.9055 -1.7069 0.7147 -0.247 1.139 -1.215
H -0.1149 -0.3054 -3.0465 0.394 1.199 -0.013
H 1.2036 0.4891 -3.3512 3.076 -0.061 -1.617
O 0.3831 0.5926 -2.9119 -3.394 -1.178 1.251
H 1.8856 -0.0906 2.4718 0.504 -0.228 -0.697
H 0.9747 0.6865 3.1985 -0.652 0.865 0.340
O 1.1124 0.4549 2.2736 1.313 -0.355 1.677
```
Positions in Å, forces in eV/Å.

Computed properties:
charge = +2
HOMO energy (alpha / beta) = -19.9 / -19.7 eV
LUMO level (alpha / beta) = -8.74 / -16.38 eV
multiplicity = 2

---

Which electronic energy belongs to each record? In order, -521.36718, -664.84549, -287.76075 hartree.
Which energy relative to the best compared isomer or geometry (same formula, charge and spin) belongs to each record? In order, 10.55, 54.77, 42.29 kcal per mole.